Entry 1:
Here is a 5-piece molecular cluster, C34H46N5 overall from OMol25. Energies are from ωB97M-V/def2-TZVPD.

Each line ends with the Löwdin charge.
Positions of all 85 atoms, in Å:
C  -0.691  -3.672  -2.068  -0.088
C  0.599  -3.251  -2.360  -0.079
C  1.498  -3.003  -1.330  -0.049
C  1.127  -3.152  0.005  -0.248
C  2.123  -2.928  1.115  -0.126
C  1.986  -1.605  1.918  -0.150
C  0.796  -0.717  1.547  -0.118
C  0.993  0.040  0.257  -0.117
C  2.146  0.727  0.047  -0.020
N  2.379  1.407  -1.107  0.116
C  1.510  1.446  -2.095  0.023
C  0.293  0.785  -1.979  -0.129
C  -0.644  0.818  -3.039  -0.006
C  -1.838  0.183  -2.914  -0.033
C  -2.146  -0.490  -1.712  -0.017
C  -1.254  -0.540  -0.674  0.001
C  0.004  0.079  -0.776  -0.076
C  -0.177  -3.559  0.278  -0.057
C  -1.081  -3.821  -0.741  -0.086
H  -1.386  -3.901  -2.865  0.102
H  0.915  -3.146  -3.389  0.104
H  2.509  -2.700  -1.578  0.111
H  3.118  -2.966  0.671  0.113
H  2.027  -3.765  1.800  0.073
H  2.914  -1.045  1.818  0.093
H  1.908  -1.857  2.975  0.111
H  0.688  0.030  2.340  0.137
H  -0.126  -1.284  1.530  0.094
H  2.915  0.746  0.802  0.143
H  3.248  1.910  -1.216  0.181
H  1.769  2.013  -2.977  0.155
H  -0.403  1.341  -3.955  0.125
H  -2.559  0.182  -3.718  0.119
H  -3.099  -0.989  -1.598  0.122
H  -1.539  -1.085  0.211  0.114
H  -0.483  -3.705  1.309  0.124
H  -2.086  -4.156  -0.515  0.057
C  0.709  3.719  0.822  -0.109
C  0.734  5.135  0.256  -0.247
C  1.502  6.119  1.144  -0.191
C  0.896  6.210  2.472  -0.235
N  0.407  6.282  3.508  0.154
H  0.206  3.689  1.789  0.080
H  0.171  3.045  0.151  0.062
H  1.723  3.333  0.958  0.064
H  -0.288  5.494  0.130  0.119
H  1.193  5.134  -0.735  0.106
H  1.490  7.107  0.688  0.059
H  2.543  5.807  1.261  0.122
C  1.765  12.332  0.131  -0.106
C  2.106  11.322  1.220  -0.255
C  2.553  9.967  0.656  -0.185
C  1.501  9.351  -0.154  -0.248
N  0.664  8.876  -0.782  0.161
H  0.927  11.992  -0.479  0.072
H  1.484  13.288  0.572  0.075
H  2.618  12.504  -0.528  0.078
H  1.241  11.173  1.869  0.115
H  2.910  11.712  1.845  0.110
H  2.803  9.281  1.467  0.115
H  3.439  10.087  0.031  0.123
C  -5.463  -4.606  -3.346  -0.109
C  -6.351  -5.499  -2.488  -0.255
C  -6.168  -5.252  -0.985  -0.184
C  -4.792  -5.519  -0.564  -0.215
N  -3.705  -5.729  -0.258  0.158
H  -4.406  -4.798  -3.155  0.062
H  -5.644  -4.787  -4.404  0.075
H  -5.661  -3.550  -3.148  0.073
H  -6.140  -6.546  -2.709  0.114
H  -7.398  -5.324  -2.738  0.110
H  -6.830  -5.894  -0.404  0.121
H  -6.407  -4.217  -0.736  0.121
C  1.522  -7.106  1.161  -0.100
C  1.743  -7.820  2.489  -0.253
C  0.805  -7.322  3.596  -0.182
C  1.001  -5.897  3.865  -0.224
N  1.149  -4.776  4.060  0.153
H  1.729  -6.037  1.244  0.049
H  2.182  -7.510  0.394  0.076
H  0.493  -7.223  0.814  0.082
H  2.778  -7.692  2.809  0.113
H  1.580  -8.891  2.360  0.110
H  0.976  -7.868  4.524  0.120
H  -0.236  -7.472  3.307  0.124

**Total charge**: +1
**F_max**: 0.67 eV/A
**E_HOMO**: -11.285 eV

Entry 2:
Here is a single C3H3N3O molecule from OMol25. Energies are from ωB97M-V/def2-TZVPD.

Each line ends with the Löwdin charge.
Positions of all 10 atoms, in Å:
H  -0.734  -1.451  1.972  0.075
N  -0.524  -0.818  1.189  0.065
N  -0.467  -1.519  0.158  -0.049
C  -0.176  -0.809  -1.024  -0.148
C  0.243  0.464  -1.173  -0.124
N  0.510  1.417  -0.220  0.131
C  0.475  1.504  0.998  -0.316
O  0.539  1.820  2.119  0.169
H  -0.279  -1.414  -1.918  0.089
H  0.430  0.813  -2.186  0.107

**F_max**: 0.91 eV/A
**E_HOMO**: -9.414 eV
**SMILES**: [H]/N=N/C=C\N=C=O

Entry 3:
Here is a single C11H9Cl2N7O3 molecule at a distorted geometry from OMol25. Energies are from ωB97M-V/def2-TZVPD.

Each line ends with the Löwdin charge.
Positions of all 32 atoms, in Å:
C  -0.772  -1.259  -1.065  -0.044
C  0.748  -0.986  -1.023  -0.247
C  1.638  -1.612  -2.032  -0.080
N  1.206  -1.056  -3.336  -0.142
N  1.305  0.190  -3.890  0.074
N  1.054  0.113  -5.138  0.105
C  0.712  -1.260  -5.420  -0.247
N  0.548  -1.672  -6.746  -0.318
O  0.167  -2.816  -6.921  0.100
O  0.866  -0.897  -7.717  0.062
N  0.854  -1.962  -4.305  0.191
N  1.337  -0.138  -0.060  0.133
N  0.581  0.064  1.064  0.019
C  0.759  1.031  2.040  -0.379
O  1.768  1.734  1.957  0.053
C  -0.250  1.385  3.080  -0.149
C  0.176  2.388  3.957  0.012
C  -0.592  2.758  5.049  -0.102
C  -1.659  1.995  5.349  -0.700
Cl  -2.431  2.294  6.835  0.725
C  -2.094  0.931  4.507  -0.696
Cl  -3.643  0.259  4.540  0.723
C  -1.441  0.751  3.311  -0.099
H  -1.015  -2.137  -0.473  0.074
H  -1.003  -1.453  -2.160  0.088
H  -1.512  -0.504  -0.766  0.078
H  2.611  -1.477  -1.662  0.105
H  1.423  -2.713  -2.232  0.155
H  -0.260  -0.464  1.253  0.108
H  1.151  2.831  3.821  0.124
H  -0.275  3.507  5.776  0.119
H  -1.958  0.175  2.409  0.153

**F_max**: 6.38 eV/A
**E_HOMO**: -9.448 eV
**SMILES**: C/C(Cn1nnc([N+](=O)[O-])n1)=N\NC(=O)c1ccc(Cl)c(Cl)c1

Entry 4:
Here is a 4-piece molecular cluster, C16H40ClIN7O9S3 overall at a distorted geometry from OMol25. Energies are from ωB97M-V/def2-TZVPD.

Each line ends with the Löwdin charge.
Positions of all 77 atoms, in Å:
N  -2.010  1.286  1.599  0.048
C  -1.130  2.446  1.086  -0.584
N  0.002  2.581  2.076  0.037
N  -1.948  3.745  1.169  0.045
C  -0.702  2.050  -0.439  -0.046
C  0.895  2.060  -0.768  -0.026
N  2.134  1.708  0.017  0.130
C  3.399  1.884  -0.796  -0.331
N  4.697  1.648  -0.412  0.079
N  2.895  2.350  -2.144  -0.458
I  4.316  2.734  -3.586  1.009
N  1.511  2.426  -2.135  -0.114
C  0.698  2.824  -3.350  -0.142
C  0.580  1.489  -4.309  -0.212
C  0.029  0.145  -3.547  -0.520
Cl  -1.857  0.095  -3.425  0.460
H  -1.547  0.390  1.277  0.080
H  -1.925  1.305  2.643  0.090
H  0.496  1.649  2.181  0.074
H  0.704  3.281  1.751  0.071
H  -2.922  3.594  0.822  0.087
H  -1.452  4.510  0.656  0.077
H  -1.200  2.868  -1.151  0.124
H  -1.188  1.021  -0.782  0.110
H  5.283  2.406  0.004  0.136
H  5.057  0.670  -0.516  0.136
H  1.296  3.629  -3.992  0.123
H  -0.339  3.308  -3.107  0.137
H  1.684  1.239  -4.672  0.098
H  -0.137  1.729  -5.204  0.112
H  0.546  -0.086  -2.517  0.083
H  0.303  -0.778  -4.253  0.104
O  1.521  -4.750  2.590  -0.284
S  1.020  -3.650  3.384  0.628
O  -0.085  -2.822  2.942  -0.300
O  2.265  -2.682  3.797  -0.263
C  3.067  -2.129  2.760  -0.271
C  2.340  -1.017  2.025  -0.096
C  0.638  -4.250  5.011  -0.122
H  3.396  -2.911  2.068  0.118
H  3.965  -1.716  3.231  0.125
H  1.469  -1.401  1.487  0.067
H  2.998  -0.537  1.296  0.046
H  1.977  -0.262  2.730  0.079
H  1.472  -4.848  5.376  0.081
H  -0.261  -4.865  4.934  0.065
H  0.447  -3.398  5.667  0.078
O  -0.746  -6.205  8.539  -0.282
S  -1.959  -5.751  7.896  0.625
O  -1.953  -4.702  6.895  -0.301
O  -3.059  -5.376  9.038  -0.262
C  -2.711  -4.410  10.023  -0.272
C  -2.709  -3.004  9.450  -0.078
C  -2.800  -7.156  7.210  -0.118
H  -1.746  -4.654  10.479  0.118
H  -3.466  -4.469  10.815  0.126
H  -1.923  -2.885  8.698  0.065
H  -2.533  -2.264  10.235  0.082
H  -3.662  -2.786  8.958  0.087
H  -2.845  -7.947  7.960  0.077
H  -2.228  -7.494  6.343  0.077
H  -3.801  -6.853  6.898  0.078
O  -0.212  2.479  -7.770  -0.310
S  -1.073  3.138  -8.727  0.625
O  -1.775  2.406  -9.763  -0.276
O  -0.258  4.369  -9.418  -0.265
C  0.970  4.083  -10.076  -0.276
C  0.743  3.382  -11.403  -0.075
C  -2.266  4.112  -7.842  -0.121
H  1.629  3.497  -9.426  0.113
H  1.468  5.041  -10.261  0.125
H  0.304  2.391  -11.257  0.070
H  1.685  3.253  -11.942  0.084
H  0.049  3.954  -12.028  0.090
H  -1.754  4.697  -7.079  0.070
H  -2.975  3.424  -7.376  0.078
H  -2.790  4.759  -8.549  0.080

**Total charge**: +1
**F_max**: 7.20 eV/A
**E_HOMO**: -12.063 eV

Entry 5:
Here is a 2-piece molecular cluster, C4H11NS overall at a distorted geometry from OMol25. Energies are from ωB97M-V/def2-TZVPD.

Each line ends with the Löwdin charge.
Positions of all 17 atoms, in Å:
C  1.219  1.889  0.384  -0.108
N  1.494  0.706  0.474  -0.104
C  2.867  0.215  0.385  -0.138
H  0.228  2.362  0.119  0.084
H  2.029  2.537  0.790  0.074
H  2.943  -0.457  -0.498  0.082
H  3.597  0.998  0.350  0.056
H  3.087  -0.586  1.125  0.078
C  -1.883  -0.695  -1.660  -0.442
S  -2.688  0.122  -0.253  0.718
C  -2.031  -0.988  0.961  -0.478
H  -0.868  -0.268  -1.767  0.026
H  -1.765  -1.783  -1.689  0.038
H  -2.531  -0.297  -2.481  0.027
H  -2.728  -1.077  1.797  0.022
H  -1.155  -0.679  1.496  0.007
H  -1.816  -2.001  0.466  0.061

**F_max**: 4.74 eV/A
**E_HOMO**: -8.277 eV
**SMILES**: C=NC.CSC